60
Properties=species:S:1:pos:R:3:forces:R:3:lowdin_charge:R:1 method="wB97M-V/def2-TZVPD" charge=0 e_tot_ev=-37006.4624 homo_ha=-0.363 spin_multiplicity=1 relative_energy_ev=7.133
O 0.82586 -3.72847 1.47505 -1.7 -1.6 0.8 -0.0089
O -1.11971 1.69351 -3.88810 -2.5 -1.3 0.7 -0.0818
O -3.75519 2.56706 -0.01381 -0.3 0.8 2.7 -0.0020
O -2.90312 -2.85594 -0.80697 2.6 5.5 3.5 -0.2101
O 3.13957 -2.29408 1.30933 -3.9 1.6 -2.9 -0.0128
O 0.11393 1.90590 -1.57048 0.4 1.3 -0.1 -0.0173
O 4.82817 -1.00100 -0.37582 -0.2 4.0 5.1 -0.0181
O 4.62528 1.90595 -0.03309 -0.2 -0.2 0.1 -0.1085
O -1.37554 4.20985 2.62803 0.0 0.1 -1.9 -0.0785
O -3.93042 1.05380 3.23765 -1.8 -0.8 -2.8 -0.0672
O -2.98702 -0.31523 -1.86216 -1.8 1.7 0.5 -0.0855
O -1.85858 -0.95656 -4.24563 -7.8 7.3 -4.0 0.0600
O -0.30710 -4.15441 -0.69981 -0.5 -0.8 0.4 -0.1082
O 2.14712 3.00122 1.93087 2.7 4.0 -0.3 0.0122
N 0.48695 -0.22523 -2.01147 -0.1 -1.4 -0.6 0.0401
C 0.62154 -1.71408 -1.67364 -2.8 3.3 1.0 -0.0089
C -0.29149 0.64243 0.39007 1.3 -0.7 -0.9 -0.0802
C 0.17401 0.76337 -1.14176 -1.7 0.7 0.5 -0.4934
C 0.96040 0.11977 1.15040 0.6 0.7 0.3 -0.2349
C -0.13104 -0.48465 3.46428 0.3 0.4 -0.2 -0.0903
C 0.91753 0.28905 2.65611 1.5 0.5 1.7 -0.3034
H -1.21233 -0.00102 0.45098 1.0 0.4 0.1 0.1145
H 0.35652 -1.76251 -0.55849 0.8 -0.7 -2.1 0.0865
H 1.21749 -4.45819 1.94218 0.0 -0.8 0.2 0.0741
H 1.69270 2.72689 1.19026 -1.8 -1.5 -1.8 -0.0184
H 4.17118 1.71211 0.84582 0.2 1.3 -2.1 0.0673
H 2.11210 2.52124 2.70356 -0.7 -2.1 1.9 -0.0142
H -0.31703 2.07816 -3.59065 1.1 0.7 0.8 0.0008
H -0.30379 0.06291 4.42073 0.2 -0.8 -0.5 0.0862
H -2.08511 -2.44472 -0.12988 -3.0 -2.8 -2.9 0.1199
H -2.86160 2.32389 0.20315 0.6 -0.2 -0.3 0.0121
H -0.83893 -4.95089 -0.59329 -0.3 0.0 -0.7 0.0447
H 3.83315 -2.56334 1.79298 4.0 -1.4 2.6 -0.0116
H -3.24264 -1.85635 -0.84384 0.3 -3.1 -0.8 0.0301
H -3.93259 2.34672 -0.88843 -0.1 -0.6 -2.4 -0.0080
H -1.07352 -0.43688 2.90263 0.0 -0.4 0.3 0.0651
H -3.14607 1.53124 3.38750 1.6 1.1 0.4 -0.0185
H -0.45657 4.48920 2.51094 0.1 -0.1 0.5 0.0251
H 5.06937 -0.01128 -0.47718 -0.9 -1.4 1.3 0.0832
H -2.97250 -0.55532 -2.80304 0.4 -0.2 -0.2 0.0256
H -1.35058 -0.23126 -4.60440 0.0 0.8 -0.1 0.0420
H -1.66019 4.25520 1.67571 -0.1 -0.1 1.4 0.0536
H -0.51973 1.65892 0.81818 0.1 -0.8 -1.0 0.1122
H 2.01543 -0.00222 2.98556 -2.1 0.7 -0.2 0.1421
H -3.84242 0.18979 -1.75010 1.4 -0.9 -0.1 0.0841
H 3.49492 -1.91451 0.47640 0.0 -0.1 0.7 0.0350
H 1.94354 0.75684 0.89154 -2.2 -1.8 -0.3 0.1363
H 4.99897 -1.17211 -1.21088 1.1 -2.5 -6.6 -0.0404
H -1.31052 -1.50684 -3.97379 7.6 -8.2 4.0 -0.1001
H -4.09052 1.17570 2.23790 0.2 -0.2 2.3 0.0647
H -0.08624 -2.22984 -2.30470 -0.5 -0.4 0.5 0.0625
H 1.55775 -1.96223 -2.03021 2.2 -1.0 0.2 0.0557
H 1.05238 -0.96380 0.94515 0.6 0.8 0.0 0.0707
H 1.43886 -3.06547 1.63899 2.1 2.5 0.0 -0.0296
H 0.23316 -1.51204 3.60382 -0.6 0.2 0.2 0.0700
H -1.61262 1.46212 -3.02592 1.3 0.6 -1.9 0.0658
H 0.71727 1.35787 2.96344 0.4 -0.9 -0.7 0.0941
H 0.39922 0.02261 -3.05552 0.3 -0.2 2.6 0.1557
H -0.08824 -4.02209 0.24793 0.5 0.4 -0.7 -0.0310
H 4.23952 2.57997 -0.66799 0.0 -1.2 2.1 0.0899

18
Properties=species:S:1:pos:R:3:forces:R:3:lowdin_charge:R:1 method="wB97M-V/def2-TZVPD" charge=+4 e_tot_ev=-56435.2035 homo_ha=-0.838 spin_multiplicity=1
Bi 0.27120 0.03361 1.77615 0.1 0.9 -2.8 1.7914
La -1.44286 -2.96358 -1.65312 1.3 1.3 -5.5 1.5973
Cl 0.88332 -1.69269 -0.27441 -0.7 0.6 1.4 -0.0371
Cl -2.33825 -0.69527 -2.41148 0.2 -0.4 0.6 -0.0780
S 0.80949 2.95269 -2.09838 0.1 -0.2 1.1 1.2673
O -1.23775 -4.98698 1.30672 -0.4 3.0 -4.9 0.2447
O -3.88440 -2.66593 0.97193 3.3 0.0 -4.3 0.2415
O 3.47106 -0.89613 1.85933 -4.1 2.7 2.5 0.2473
N 0.83107 1.57007 0.07687 -0.4 0.4 0.0 -0.2746
C -3.15903 -2.69943 0.06909 -5.6 0.7 5.9 -0.1447
C 0.87903 1.48557 -1.28388 0.0 -0.3 0.5 -0.4597
C -1.32017 -4.36716 0.32834 0.9 -5.3 7.7 -0.1432
C 0.72863 2.92460 0.45089 -0.2 -0.2 -0.2 -0.2094
C 2.53267 -0.36694 2.27368 5.3 -2.9 -2.5 -0.0843
C 0.68603 3.79873 -0.59366 0.1 -0.8 0.6 -0.2478
H 0.60631 4.87100 -0.49851 0.0 0.1 -0.2 0.1226
H 1.00174 0.55155 -1.80566 0.0 0.0 0.0 0.0452
H 0.68192 3.14630 1.50612 0.0 0.4 0.1 0.1215

14
Properties=species:S:1:pos:R:3:forces:R:3:lowdin_charge:R:1 method="wB97M-V/def2-TZVPD" charge=0 e_tot_ev=-151935.8004 homo_ha=-0.298 spin_multiplicity=1 relative_energy_ev=2.966
Br 0.26755 2.67476 4.18087 -0.8 0.4 -0.2 0.5268
Br 3.30374 3.09281 4.05018 0.4 0.4 0.1 0.5343
O 0.18766 0.27755 1.54066 1.5 2.1 2.0 0.0495
O 2.13368 1.47465 2.14030 -2.0 -1.4 -1.8 -0.0965
N 4.18510 0.84968 -0.99143 -1.1 0.1 0.3 0.1994
C -0.20157 -0.47714 0.46700 -0.8 -2.5 -1.6 -0.1652
C 3.12445 0.71564 -0.54895 2.2 0.0 -0.8 -0.1497
C 1.92069 1.78932 3.98274 0.5 -0.9 0.7 -1.0255
C 0.88749 -0.34951 -0.53572 2.2 1.0 1.0 0.0813
C 1.44664 0.78692 1.36690 0.7 1.0 0.3 -0.3042
C 1.88624 0.40000 0.00453 -2.6 -0.8 0.6 -0.1229
H 1.11622 -0.85543 -1.44103 -0.8 -0.4 -0.8 0.1309
H -1.21075 -0.18825 0.04962 1.0 -0.2 0.7 0.1659
H -0.20050 -1.56672 0.82261 -0.5 1.3 -0.6 0.1759

11
Properties=species:S:1:pos:R:3:forces:R:3:lowdin_charge:R:1 method="wB97M-V/def2-TZVPD" charge=0 e_tot_ev=-78352.7905 homo_ha=-0.315 smiles="BrC1=C[C@]23C=C[C@@]12O3" spin_multiplicity=1 relative_energy_ev=3.313
Br 3.19770 0.56680 -0.15256 0.0 0.3 0.1 0.7503
O -0.12714 -1.69028 0.20388 -0.7 -3.7 0.3 0.0565
C 0.29019 -0.79858 -0.70298 3.6 4.0 0.8 -0.1494
C 0.62391 0.27324 1.32672 -0.3 -0.5 -1.0 -0.0539
C 1.43788 0.26426 0.29811 -2.0 -2.6 -1.3 -0.6361
C -1.52813 0.17483 -0.25639 1.1 -0.2 -1.3 0.0191
C -0.75977 0.07621 -1.33881 -0.8 -1.4 3.4 0.0029
C -0.56463 -0.52810 0.70910 0.3 2.2 0.1 -0.2353
H -0.77456 0.49436 -2.26416 -0.1 0.7 -2.6 0.0739
H -2.46998 0.62139 -0.16906 -1.2 0.5 0.8 0.0835
H 0.67453 0.54587 2.34615 0.2 0.5 0.8 0.0886

14
Properties=species:S:1:pos:R:3:forces:R:3:lowdin_charge:R:1 method="wB97M-V/def2-TZVPD" charge=0 e_tot_ev=-47924.7997 homo_ha=-0.346 spin_multiplicity=1 relative_energy_ev=2.842
Cl 0.49006 2.45143 1.01820 -0.6 0.2 0.1 0.7824
Cl 2.73991 0.19144 1.05801 -0.1 0.1 -0.3 0.6588
Cl 1.24112 0.48632 -1.52228 0.6 0.2 0.1 0.7337
O 0.14967 -0.13510 0.78513 -1.3 0.7 1.5 -0.1452
O -1.54062 0.99132 1.73999 1.3 3.7 -1.5 0.0926
C -1.51152 1.07774 -1.05392 0.8 0.4 3.1 -0.1391
C 1.52464 -2.94093 -0.25214 0.4 1.9 0.3 0.1460
C -0.49917 1.03988 0.91582 -2.1 -0.6 -2.9 -0.8326
C 1.39154 -1.74688 -0.14593 0.3 -0.1 0.1 -0.1746
C -2.42303 1.19802 -1.84094 -1.4 0.3 -2.4 -0.0743
C 1.29795 -0.26791 0.07660 0.9 -2.4 -1.1 -1.2278
H -3.13897 1.31798 -2.74007 1.7 -0.3 2.2 0.0454
H 2.00331 -3.87466 -0.21482 -0.2 -0.9 -0.2 0.0350
H -1.72490 0.21132 2.17637 -0.2 -3.1 1.0 0.0995

16
Properties=species:S:1:pos:R:3:forces:R:3:lowdin_charge:R:1 method="wB97M-V/def2-TZVPD" charge=0 e_tot_ev=-38744.9535 homo_ha=-0.338 spin_multiplicity=1 relative_energy_ev=0.842
Cl 0.78451 2.87582 1.47654 0.2 0.3 0.5 0.7508
S -2.01664 0.25688 -0.30116 1.1 -1.1 -0.7 1.0170
O -1.48093 -2.49677 0.51762 -0.5 -0.4 -0.9 0.0645
O 0.10860 -1.82778 1.75170 0.4 0.1 -0.2 0.0810
O 1.02112 -2.26109 -1.88897 1.5 -2.2 -0.1 0.1889
N 2.48170 1.36876 -1.12796 0.1 -0.4 -0.1 0.1984
N -0.58001 -1.73271 0.74986 0.0 -0.6 1.9 -0.4364
C 0.21124 -1.46718 -1.82335 -2.2 4.2 2.9 -0.0870
C -0.36896 -0.61309 -0.16244 0.3 -1.0 -1.7 -0.4109
C 0.67445 0.35663 0.40068 0.3 -0.7 1.4 -0.3215
C -1.35654 1.64437 0.48673 2.1 -2.4 -0.1 -0.4054
C -0.07828 1.55166 0.84042 -1.1 1.5 -0.5 -0.7486
C 1.71090 0.79883 -0.49568 0.6 0.6 -0.8 -0.2213
H -2.03899 2.34471 0.73292 -1.7 2.6 0.7 0.0415
H 1.19505 -0.03534 1.33058 -0.7 -0.1 -1.2 0.1772
H -0.26723 -0.76372 -2.48749 -0.3 -0.2 -1.1 0.1117

Copy entry 4 word for word.
11
Properties=species:S:1:pos:R:3:forces:R:3:lowdin_charge:R:1 method="wB97M-V/def2-TZVPD" charge=0 e_tot_ev=-78352.7905 homo_ha=-0.315 smiles="BrC1=C[C@]23C=C[C@@]12O3" spin_multiplicity=1 relative_energy_ev=3.313
Br 3.19770 0.56680 -0.15256 0.0 0.3 0.1 0.7503
O -0.12714 -1.69028 0.20388 -0.7 -3.7 0.3 0.0565
C 0.29019 -0.79858 -0.70298 3.6 4.0 0.8 -0.1494
C 0.62391 0.27324 1.32672 -0.3 -0.5 -1.0 -0.0539
C 1.43788 0.26426 0.29811 -2.0 -2.6 -1.3 -0.6361
C -1.52813 0.17483 -0.25639 1.1 -0.2 -1.3 0.0191
C -0.75977 0.07621 -1.33881 -0.8 -1.4 3.4 0.0029
C -0.56463 -0.52810 0.70910 0.3 2.2 0.1 -0.2353
H -0.77456 0.49436 -2.26416 -0.1 0.7 -2.6 0.0739
H -2.46998 0.62139 -0.16906 -1.2 0.5 0.8 0.0835
H 0.67453 0.54587 2.34615 0.2 0.5 0.8 0.0886